No. 1
33
Properties=species:S:1:pos:R:3:nbo_charge:R:1 method="wB97M-V/def2-TZVPD" charge=0 e_above_lowest_kj_mol=66.9 smiles=CO[Si](CCNCCN)(OC)OC lumo_ev=0.839 e_homo_ev=-8.3
C 1.471 -1.943 -1.583 -0.244
O 2.012 -1.400 -0.418 -0.911
Si 1.129 -0.211 0.369 2.319
C -0.359 -1.060 1.121 -0.959
C -1.268 -0.176 1.948 -0.211
N -1.849 0.930 1.175 -0.655
C -3.123 0.708 0.448 -0.228
C -2.980 0.939 -1.090 -0.228
N -2.068 -0.004 -1.716 -0.854
O 0.660 0.994 -0.701 -0.914
C 1.729 1.545 -1.395 -0.257
O 2.057 0.392 1.616 -0.904
C 3.382 0.054 1.723 -0.230
H 0.957 -2.866 -1.357 0.176
H 2.293 -2.134 -2.277 0.188
H 0.732 -1.256 -2.011 0.169
H 0.073 -1.818 1.761 0.243
H -0.904 -1.632 0.367 0.229
H -0.704 0.244 2.781 0.196
H -2.057 -0.762 2.437 0.191
H -1.114 1.284 0.548 0.364
H -3.880 1.408 0.906 0.184
H -3.488 -0.304 0.667 0.172
H -2.546 1.927 -1.235 0.189
H -3.972 0.883 -1.551 0.191
H -2.297 -0.967 -1.466 0.346
H -1.096 0.215 -1.459 0.375
H 2.063 0.885 -2.195 0.174
H 1.486 2.479 -1.896 0.194
H 2.602 1.772 -0.759 0.173
H 3.890 0.595 0.931 0.164
H 3.437 -1.022 1.583 0.177
H 3.734 0.302 2.727 0.182

***

No. 2
31
Properties=species:S:1:pos:R:3:nbo_charge:R:1 method="wB97M-V/def2-TZVPD" charge=0 e_above_lowest_kj_mol=16.2 smiles="C=PN([Si](C)(C)C)[Si](C)(C)C" lumo_ev=0.703 e_homo_ev=-8.4
C -1.189 2.918 -1.077 -0.910
P 0.031 2.498 -0.025 0.924
N 0.110 0.715 0.284 -1.628
Si 1.795 0.004 0.285 1.794
C 1.669 -1.527 -0.872 -1.088
C 2.807 1.226 -0.753 -1.137
C 2.568 -0.045 2.062 -1.094
Si -1.414 -0.169 0.331 1.834
C -1.418 -1.842 1.125 -1.158
C -2.686 0.948 1.122 -1.158
C -2.066 -0.491 -1.565 -1.093
H -1.400 3.931 -1.085 0.226
H -1.703 2.278 -1.624 0.203
H 0.710 -1.522 -1.202 0.235
H 2.450 -1.451 -1.627 0.244
H 2.080 -2.373 -0.160 0.231
H 2.449 1.117 -1.856 0.237
H 2.736 2.256 -0.570 0.241
H 3.861 0.901 -0.709 0.233
H 2.032 -0.651 2.751 0.235
H 3.554 -0.424 1.881 0.230
H 2.654 1.038 2.455 0.251
H -2.090 -2.612 0.749 0.254
H -0.475 -2.348 1.293 0.247
H -1.620 -1.632 2.135 0.239
H -2.981 0.860 2.149 0.242
H -2.447 2.003 1.058 0.254
H -3.639 0.824 0.384 0.232
H -1.397 -0.032 -2.349 0.233
H -2.281 -1.534 -1.640 0.225
H -3.053 0.041 -1.521 0.221

***

No. 3
30
Properties=species:S:1:pos:R:3:nbo_charge:R:1 method="wB97M-V/def2-TZVPD" charge=+1 e_above_lowest_kj_mol=285.1 lumo_ev=-3.524 e_homo_ev=-11.0
C -4.106 0.679 0.365 -0.619
C 4.690 -0.724 -0.369 -0.427
C -1.073 -1.845 -1.314 -1.206
C -1.020 -1.418 1.650 -1.141
C -3.229 1.370 -0.572 -0.409
C -1.739 1.360 -0.120 -0.902
C 3.092 0.566 0.708 -0.522
N 4.306 0.620 0.099 -0.544
Si -1.055 -0.466 -0.072 1.805
S 1.666 0.375 -0.566 -0.093
H -5.208 0.775 0.121 0.245
H -3.916 -0.284 0.297 0.185
H -4.098 0.985 1.462 0.222
H 5.436 -0.833 -1.125 0.226
H 5.028 -1.337 0.467 0.235
H 3.641 -1.098 -0.728 0.233
H -1.080 -2.728 -0.644 0.268
H -1.950 -2.000 -1.923 0.282
H -0.159 -1.746 -1.892 0.279
H -1.784 -2.229 1.514 0.251
H -0.066 -2.003 1.903 0.289
H -1.521 -0.854 2.363 0.247
H -3.337 1.092 -1.554 0.212
H -3.382 2.497 -0.682 0.222
H -1.818 1.739 0.881 0.254
H -1.078 2.171 -0.673 0.273
H 2.787 1.566 1.159 0.190
H 4.536 1.312 -0.660 0.375
H 4.899 0.862 0.901 0.449
H 1.538 1.595 -0.996 0.119

***

No. 4
39
Properties=species:S:1:pos:R:3:mulliken_spin:R:1 method="wB97M-V/def2-TZVPD" charge=+2 multiplicity=5 lumo_ev="-6.962 / -6.837" e_homo_ev="-14.2 / -14.3"
I 0.316 1.936 -5.444 0.000
I -0.239 3.800 -3.580 0.000
Pm 0.056 -0.049 -0.559 4.031
P -2.445 -0.249 -0.716 -0.012
C -3.225 0.858 0.383 0.003
C -2.940 0.106 -2.375 0.001
H -4.018 -0.043 -2.396 0.001
H -4.014 -1.936 -0.479 -0.001
H -2.446 -0.564 -3.095 0.000
H -2.441 -2.638 -0.993 0.000
H -2.954 1.904 0.166 0.000
H -2.693 1.143 -2.651 0.001
C -2.937 -1.910 -0.334 -0.003
H -4.291 0.714 0.243 -0.001
H -2.690 -2.169 0.710 0.000
H -2.953 0.654 1.433 0.000
P 2.561 -0.223 -0.710 -0.007
C 3.330 0.890 0.392 0.003
C 3.071 -1.879 -0.332 0.001
H 2.573 -0.534 -3.091 0.001
H 4.137 0.004 -2.388 -0.001
H 2.799 1.174 -2.644 0.000
C 3.057 0.140 -2.367 -0.003
H 2.582 -2.612 -0.991 0.000
H 4.148 -1.895 -0.477 0.001
H 4.396 0.756 0.256 0.000
H 3.055 0.683 1.440 0.000
H 2.827 -2.142 0.712 0.001
H 3.049 1.934 0.174 0.000
Cl 0.070 -1.906 -2.342 -0.016
N -0.705 -0.382 5.046 0.000
N -0.320 0.207 3.797 0.000
N 0.206 1.474 3.703 -0.001
C 0.385 1.545 2.387 0.001
N 0.021 0.432 1.692 -0.001
N -0.470 -0.495 2.649 0.001
H -1.076 -1.293 5.040 0.000
H -0.583 0.149 5.870 0.000
H 0.803 2.417 1.870 -0.001

***

No. 5
36
Properties=species:S:1:pos:R:3:nbo_charge:R:1 method="wB97M-V/def2-TZVPD" charge=-1 e_above_lowest_kj_mol=0.0 lumo_ev=2.475 e_homo_ev=-3.5
N 3.319 -0.277 -0.771 -1.119
B 2.852 1.232 -0.578 0.070
C 1.291 1.398 -1.076 -0.647
C 0.346 0.315 -0.519 -0.436
C -0.878 0.793 0.208 0.057
F -1.703 1.620 -0.597 -0.412
H 4.310 -0.342 -0.556 0.337
H 2.880 -0.880 -0.078 0.336
H 3.598 1.934 -1.285 -0.108
H 2.954 1.625 0.613 -0.131
H 1.257 1.362 -2.170 0.181
H 0.902 2.386 -0.799 0.189
H 0.006 -0.325 -1.337 0.184
H 0.876 -0.335 0.183 0.210
H -1.514 -0.053 0.490 0.129
H -0.640 1.374 1.101 0.178
C -3.888 1.299 2.378 -0.836
S -3.025 2.866 2.554 1.274
O -1.702 2.566 3.148 -0.975
C -4.047 3.471 3.912 -0.834
H -3.383 0.755 1.582 0.255
H -3.817 0.751 3.317 0.224
H -4.927 1.483 2.101 0.218
H -3.987 2.762 4.738 0.224
H -5.076 3.599 3.576 0.217
H -3.634 4.431 4.215 0.233
C 3.029 -3.071 -2.489 -0.848
S 1.358 -2.787 -1.916 1.295
O 1.316 -3.206 -0.489 -1.001
C 0.594 -4.164 -2.801 -0.834
H 3.621 -2.306 -1.984 0.295
H 3.338 -4.080 -2.210 0.207
H 3.072 -2.921 -3.569 0.214
H 1.055 -5.097 -2.479 0.217
H 0.708 -4.020 -3.877 0.213
H -0.462 -4.158 -2.538 0.227

***

No. 6
41
Properties=species:S:1:pos:R:3:mulliken_spin:R:1 method="wB97M-V/def2-TZVPD" charge=+1 e_above_lowest_kj_mol=65.2 multiplicity=2 lumo_ev="-4.240 / -10.895" e_homo_ev="-13.7 / -13.7"
O -0.618 -1.289 -0.492 0.000
H -0.805 -0.808 0.317 0.000
H 0.142 -1.837 -0.280 0.000
H -0.470 -0.661 -1.203 0.002
As 2.471 1.178 -0.674 0.000
F 2.267 0.603 1.047 0.000
F 4.074 1.940 -0.367 0.000
F 2.550 1.777 -2.378 0.002
F 0.896 0.482 -1.166 -0.002
F 1.625 2.718 -0.291 0.002
F 3.372 -0.369 -0.935 0.000
C -0.742 2.281 -2.855 0.198
C -0.933 0.909 -3.544 0.079
O -1.815 0.078 -2.797 0.678
H -1.543 2.552 -2.168 -0.001
H -0.819 3.135 -3.527 0.009
H 0.213 2.433 -2.352 0.015
H -0.040 0.347 -3.817 0.026
H -1.385 1.102 -4.516 0.008
H -2.664 0.189 -3.231 -0.020
C 3.422 -3.748 1.013 0.000
C 2.165 -2.942 1.226 0.000
O 1.547 -2.727 -0.077 0.000
H 3.128 -4.487 0.268 0.000
H 3.776 -4.206 1.936 0.000
H 4.196 -3.102 0.597 0.000
H 2.406 -2.052 1.807 0.000
H 1.381 -3.439 1.796 0.000
H 2.182 -3.070 -0.710 0.000
C -3.359 0.404 3.079 0.000
C -2.564 0.782 1.788 0.000
C -2.047 2.273 1.759 0.001
O -1.435 0.044 1.725 0.002
H -3.933 -0.521 3.023 0.000
H -4.080 1.144 3.427 0.000
H -2.701 0.388 3.948 0.000
H -3.186 0.455 0.955 0.000
H -1.205 2.323 2.450 0.000
H -2.847 2.973 1.999 0.000
H -1.749 2.517 0.740 0.000
H -0.871 0.231 2.479 0.000

***

No. 7
45
Properties=species:S:1:pos:R:3:nbo_charge:R:1 method="wB97M-V/def2-TZVPD" charge=0 e_above_lowest_kj_mol=0.0 lumo_ev=0.138 e_homo_ev=-7.8
Y -19.343 5.330 -28.374 1.560
Br -18.568 2.726 -29.347 -0.656
Br -19.554 6.477 -30.988 -0.671
Br -19.013 4.842 -25.654 -0.649
C -22.129 7.537 -27.897 0.813
O -21.116 6.844 -27.907 -0.701
N -22.859 7.768 -29.020 -0.819
N -22.503 8.189 -26.761 -0.828
H -23.662 8.369 -28.985 0.392
H -22.704 7.202 -29.836 0.428
H -21.847 8.131 -26.004 0.424
H -23.379 8.671 -26.700 0.396
C -16.001 5.922 -29.091 0.828
O -17.085 5.640 -28.595 -0.710
N -14.836 5.438 -28.586 -0.822
N -15.929 6.719 -30.185 -0.824
H -14.870 4.666 -27.945 0.425
H -13.947 5.749 -28.930 0.390
H -16.767 6.985 -30.679 0.443
H -15.050 7.063 -30.525 0.385
C -18.001 8.407 -27.043 0.808
O -18.616 7.577 -27.697 -0.678
N -17.686 8.186 -25.736 -0.847
N -17.652 9.607 -27.574 -0.830
H -17.837 7.272 -25.333 0.441
H -17.613 8.949 -25.086 0.384
H -17.973 9.786 -28.508 0.417
H -17.218 10.325 -27.026 0.394
C -23.692 3.806 -27.492 -0.623
C -22.174 3.750 -27.412 -0.072
C -21.641 2.401 -27.011 -0.072
O -22.027 1.466 -27.995 -0.554
C -21.886 0.136 -27.582 -0.240
N -21.521 4.231 -28.662 -0.883
H -24.035 4.790 -27.814 0.196
H -24.135 3.523 -26.536 0.218
H -24.072 3.072 -28.208 0.221
H -21.844 4.419 -26.607 0.218
H -22.097 2.146 -26.041 0.167
H -20.555 2.393 -26.874 0.221
H -22.456 -0.049 -26.661 0.155
H -20.832 -0.108 -27.401 0.178
H -22.267 -0.528 -28.354 0.191
H -22.118 4.970 -29.026 0.372
H -21.639 3.491 -29.357 0.412

***

No. 8
43
Properties=species:S:1:pos:R:3:nbo_charge:R:1 method="wB97M-V/def2-TZVPD" charge=+1 e_above_lowest_kj_mol=898.6 lumo_ev=-9.845 e_homo_ev=-10.9
Cd -3.185 -3.972 7.728 0.789
Br -1.923 -1.894 3.490 -0.046
C -5.567 3.610 2.057 0.748
O -6.062 4.744 1.780 -0.639
N -5.937 2.835 3.084 -0.831
N -4.664 3.006 1.363 -0.807
H -5.541 1.917 3.226 0.378
H -6.460 3.278 3.825 0.411
H -4.301 2.103 1.632 0.380
H -4.442 3.376 0.449 0.413
C 1.598 -7.204 6.199 0.752
O 0.593 -6.562 6.448 -0.728
N 2.125 -8.059 7.045 -0.826
N 2.291 -6.890 5.142 -0.818
H 2.952 -8.595 6.826 0.392
H 1.646 -8.162 7.929 0.416
H 3.055 -7.545 5.061 0.387
H 1.849 -6.233 4.515 0.426
C -2.843 -4.616 -2.667 0.739
O -3.049 -5.032 -3.810 -0.616
N -1.732 -4.244 -2.086 -0.816
N -3.799 -4.540 -1.789 -0.789
H -1.790 -3.742 -1.212 0.369
H -0.807 -4.370 -2.470 0.413
H -4.662 -4.114 -2.097 0.403
H -3.307 -4.132 -1.008 0.342
C 4.389 4.515 -4.897 -0.627
C 3.095 5.076 -4.366 -0.070
C 2.726 4.560 -2.985 -0.059
O 2.485 3.170 -3.079 -0.533
C 2.388 2.494 -1.781 -0.254
N 3.327 6.553 -4.348 -0.773
H 4.454 3.445 -5.092 0.230
H 5.177 4.765 -4.187 0.210
H 4.702 4.863 -5.881 0.216
H 2.284 4.827 -5.050 0.192
H 1.864 5.124 -2.628 0.172
H 3.597 4.781 -2.368 0.170
H 2.877 1.534 -1.944 0.192
H 1.352 2.246 -1.549 0.176
H 2.844 3.036 -0.953 0.183
H 3.908 6.934 -5.080 0.372
H 2.496 7.114 -4.471 0.363

***

No. 9
42
Properties=species:S:1:pos:R:3:nbo_charge:R:1 method="wB97M-V/def2-TZVPD" charge=-1 e_above_lowest_kj_mol=805.5 lumo_ev=2.900 e_homo_ev=-5.8
Br -24.595 -7.109 -6.415 -0.452
C -28.078 -7.730 -6.985 -0.608
C -27.908 -6.247 -6.972 -0.083
C -27.371 -5.720 -5.643 -0.090
O -28.145 -5.871 -4.467 -0.552
C -27.753 -5.162 -3.351 -0.240
N -26.993 -6.079 -7.957 -0.822
H -27.105 -8.220 -7.027 0.207
H -28.754 -7.952 -7.811 0.207
H -28.552 -8.182 -6.114 0.201
H -28.815 -5.756 -7.326 0.180
H -27.263 -4.642 -5.760 0.130
H -26.304 -5.907 -5.527 0.185
H -28.601 -4.992 -2.687 0.173
H -27.396 -4.165 -3.609 0.156
H -26.985 -5.725 -2.822 0.184
H -26.087 -6.477 -7.757 0.356
H -26.795 -5.122 -7.699 0.338
C -24.477 -6.939 -2.768 0.750
O -24.540 -6.976 -1.603 -0.691
N -23.447 -6.554 -3.418 -0.835
N -25.429 -7.302 -3.589 -0.880
H -23.588 -6.643 -4.414 0.385
H -22.512 -6.347 -3.098 0.394
H -26.155 -7.627 -2.967 0.395
H -25.356 -7.490 -4.579 0.394
C -23.849 -4.298 -7.768 0.771
O -23.840 -3.222 -8.374 -0.703
N -24.817 -4.629 -6.898 -0.876
N -23.010 -5.357 -7.955 -0.883
H -24.915 -5.614 -6.695 0.295
H -25.640 -4.047 -6.849 0.369
H -23.166 -6.285 -7.588 0.397
H -22.149 -5.147 -8.440 0.385
C -25.096 -10.512 -6.991 0.739
O -25.346 -11.675 -6.907 -0.693
N -25.472 -9.670 -7.878 -0.853
N -24.684 -9.744 -6.066 -0.873
H -25.106 -8.729 -7.846 0.402
H -26.116 -10.085 -8.537 0.389
H -25.091 -8.822 -6.138 0.367
H -24.110 -10.139 -5.335 0.383

***

No. 10
36
Properties=species:S:1:pos:R:3:nbo_charge:R:1 method="wB97M-V/def2-TZVPD" charge=+2 lumo_ev="-10.022 / -9.644" e_homo_ev="-16.4 / -16.1"
C -0.522 0.789 1.113 -0.625
I -3.295 0.942 -0.373 0.028
H -0.059 0.947 2.104 0.237
H -1.506 0.329 1.196 0.195
H -0.573 1.664 0.470 0.198
Ga 1.507 -0.440 0.060 1.175
P -0.327 -2.133 0.838 0.972
C -1.699 -2.022 2.059 -0.931
C -1.011 -3.380 -0.311 -0.931
H -1.136 -4.341 0.209 0.283
H 0.343 -4.057 2.139 0.273
H -0.306 -3.504 -1.143 0.264
H 1.745 -3.325 1.285 0.264
H -2.667 -1.926 1.561 0.270
H -1.973 -3.018 -0.701 0.269
C 0.835 -3.121 1.854 -0.948
H -1.703 -2.895 2.722 0.285
H 1.099 -2.556 2.757 0.259
H -1.578 -1.115 2.652 0.252
P 1.219 1.330 -1.713 0.947
C 0.268 2.875 -1.462 -0.937
C 2.928 1.970 -1.768 -0.946
H 1.110 -0.076 -3.667 0.272
H 1.366 1.634 -4.112 0.288
H -0.262 1.064 -3.601 0.273
C 0.819 0.956 -3.443 -0.933
H 3.638 1.141 -1.853 0.268
H 3.033 2.634 -2.631 0.277
H 0.835 3.736 -1.837 0.290
H 0.052 3.041 -0.405 0.248
H 3.141 2.533 -0.851 0.266
H -0.697 2.819 -1.977 0.275
Cl 2.986 -1.832 -0.753 -0.382
O -2.149 3.203 3.249 -0.942
H -2.869 3.141 3.913 0.489
H -2.595 2.990 2.419 0.457

***

No. 11
39
Properties=species:S:1:pos:R:3:mulliken_spin:R:1 method="wB97M-V/def2-TZVPD" charge=+1 multiplicity=5 lumo_ev="-5.228 / -5.392" e_homo_ev="-12.3 / -12.3"
Fe 1.413 0.991 1.477 3.806
O 0.269 0.290 0.059 0.115
H -0.687 0.347 0.050 0.015
C 0.370 -1.528 -2.912 -0.003
C 1.206 -2.500 -2.072 -0.001
O 0.741 -2.527 -0.729 0.000
O 0.699 -0.169 -2.657 -0.001
H -0.709 -1.687 -2.820 0.000
H 0.588 -1.684 -3.972 0.000
H 2.273 -2.250 -2.068 0.000
H 1.108 -3.498 -2.504 0.000
H 0.771 -1.611 -0.419 0.006
H 0.641 -0.014 -1.700 0.007
C 1.476 3.373 -0.259 -0.002
C 2.917 2.856 -0.197 0.000
O 2.988 1.458 0.148 0.024
O 0.811 3.015 0.954 0.023
H 0.909 2.980 -1.103 -0.002
H 1.555 4.450 -0.409 0.001
H 3.479 3.385 0.576 -0.003
H 3.347 2.970 -1.193 0.002
H 3.853 1.102 -0.088 0.004
H 0.715 3.803 1.503 0.002
C -1.065 -2.485 2.082 0.000
C -2.405 -2.050 2.681 0.000
O -2.309 -0.717 3.188 0.000
O -0.006 -2.064 2.953 0.001
H -0.924 -2.147 1.055 0.001
H -1.008 -3.576 2.125 0.000
H -2.676 -2.705 3.513 0.000
H -3.214 -2.082 1.949 0.000
H -3.136 -0.281 2.973 0.000
H 0.771 -2.562 2.682 0.000
C -2.802 1.071 -0.772 -0.001
O -1.757 1.972 -1.084 0.002
H -3.701 1.443 -1.260 0.000
H -2.608 0.089 -1.223 0.000
H -2.981 0.978 0.305 0.000
H -0.913 1.563 -0.829 0.003

***

No. 12
36
Properties=species:S:1:pos:R:3:nbo_charge:R:1 method="wB97M-V/def2-TZVPD" charge=0 lumo_ev=0.669 e_homo_ev=-9.0
N -1.908 0.142 -0.448 -1.536
N -0.324 -0.699 1.641 -1.511
N 0.736 0.719 -0.727 -1.481
C 3.918 -0.417 0.706 -0.614
C -0.914 2.205 1.341 -1.167
C -2.926 0.179 2.426 -1.199
C -1.386 2.050 -2.625 -1.140
C -0.480 -0.864 -2.889 -1.158
C 0.898 -2.418 -0.324 -1.173
C 2.561 -0.705 1.526 -0.890
Si -1.592 0.480 1.296 2.000
Si -0.736 0.579 -1.729 1.983
Si 0.996 -0.746 0.433 1.976
H -2.335 -0.821 -0.601 0.403
H -0.015 -0.465 2.592 0.390
H 1.527 0.560 -1.361 0.375
H 3.753 0.375 -0.051 0.207
H 4.091 -1.327 0.092 0.199
H 4.737 -0.341 1.437 0.217
H -1.473 2.822 0.658 0.237
H -1.031 2.690 2.323 0.232
H 0.150 2.260 1.157 0.265
H -3.818 0.269 1.777 0.254
H -2.916 0.946 3.224 0.251
H -2.942 -0.808 2.854 0.258
H -0.600 2.329 -3.259 0.233
H -1.786 2.801 -1.924 0.253
H -2.243 1.584 -3.166 0.243
H -0.714 -0.589 -3.917 0.240
H -1.235 -1.594 -2.639 0.240
H 0.518 -1.276 -2.821 0.242
H -0.020 -2.349 -0.842 0.234
H 0.816 -3.083 0.493 0.249
H 1.682 -2.824 -0.989 0.241
H 2.366 0.029 2.320 0.220
H 2.647 -1.694 2.014 0.229